C6H10N4O3 in the gas phase, computed with ωB97M-V with the def2-TZVPD basis set.

Geometry as XYZ:
```
23
Properties=species:S:1:pos:R:3:nbo_charge:R:1
O 3.3663 -1.5486 0.0855 -0.420
O 3.4476 0.6194 0.4423 -0.490
O -0.4644 2.5822 -0.3710 -0.607
N 1.7434 2.5564 0.1478 -0.792
N 2.8476 -0.4531 0.2299 0.491
N -0.5201 -1.5683 -0.1178 -0.438
N -0.6808 -0.2136 -0.2545 -0.149
C 1.5457 -0.4768 0.0055 -0.047
C 0.5448 1.9468 -0.1665 0.635
C 0.5131 0.4631 -0.1066 0.181
C -3.0127 -0.3874 0.6648 -0.629
C 0.9081 -1.8411 -0.2034 -0.254
C -2.0499 0.2049 -0.4233 -0.241
H -2.0574 1.3009 -0.3058 0.277
H 1.3471 -2.6086 0.5915 0.219
H -0.9076 -2.1457 -0.8454 0.372
H 2.5255 2.0242 0.2900 0.421
H -4.0702 -0.3773 0.2643 0.222
H -2.6767 -1.4229 0.8946 0.228
H 1.7193 3.6101 -0.0421 0.411
H 1.3142 -2.3685 -1.1139 0.202
H -2.2981 -0.1832 -1.3470 0.189
H -3.0847 0.2871 1.6811 0.219
```

Values from the calculation:
SMILES: CCN1NCC([N+](=O)[O-])=C1C(N)=O
LUMO level (alpha / beta): -0.9 / -0.9 eV
HOMO (alpha / beta): -0.296 / -0.296 Ha
Gap between HOMO and LUMO (alpha / beta): 7.21 / 7.21 eV
Energy relative to the best compared isomer or geometry (same formula, charge and spin): 65.74 kcal/mol